# 1
{
  "formula": "H16O8",
  "method": "ωB97M-V with the def2-TZVPD basis set",
  "elements": ["H", "H", "O", "H", "H", "H", "H", "H", "O", "H", "O", "H", "O", "H", "H", "O", "O", "H", "H", "H", "O", "O", "H", "H"],
  "positions_angstrom": [[1.6591, -2.5088, -1.8583], [-1.3357, 1.8870, 2.4824], [-0.6284, 0.8531, -1.0556], [-0.4906, 0.6860, 1.8252], [0.1918, 0.4304, -1.0617], [-2.2025, 1.3233, -1.4864], [-4.8948, -1.4132, 0.0143], [1.3315, 4.7360, -0.5705], [-5.3865, -1.3033, 0.8544], [-4.8164, -1.4055, 1.5586], [1.6854, 5.3993, -0.0119], [-1.0801, 0.3367, -0.3420], [4.6024, -0.6649, -0.2492], [3.6830, -0.4193, -0.1834], [1.1639, -3.1888, 1.3153], [-2.8969, 1.1241, -2.0631], [-0.4793, 1.6271, 2.2039], [1.7490, -3.7591, -0.8892], [1.1371, -1.7327, 1.0787], [-2.5926, 0.2212, -2.3693], [1.7408, -2.3903, 1.2714], [1.3349, -2.9690, -1.0757], [1.9211, 4.7533, 0.7547], [4.6037, -1.6227, -0.1428]],
  "smiles": "O.O.O.O.O.O.O.O",
  "orbital_gap_ev": 10.45,
  "energy_ha": -611.42165,
  "largest_force_ev_per_a": 4.03,
  "charge": 0,
  "lumo_energy_ha": -0.0297,
  "e_homo_ev": -11.3
}



# 2
{
  "formula": "C25H15Br3N2S2V",
  "method": "ωB97M-V with the def2-TZVPD basis set",
  "elements": ["C", "C", "N", "Br", "H", "H", "H", "H", "C", "C", "C", "C", "V", "C", "C", "C", "C", "H", "H", "H", "H", "C", "H", "C", "S", "Br", "H", "H", "C", "H", "H", "N", "C", "C", "S", "C", "C", "C", "C", "C", "C", "Br", "H", "C", "H", "C", "C", "C"],
  "positions_angstrom": [[-1.9448, 0.5683, -1.4752], [0.7918, -2.6794, -1.1999], [-5.2360, 1.0828, 5.2262], [2.6898, 1.7192, -1.6006], [5.0106, -3.4907, 0.4449], [3.7524, -5.1487, -0.9020], [2.3106, 0.2547, -4.3847], [1.7306, -5.7930, -2.1400], [1.7959, -4.8153, -1.6755], [-1.2125, 3.0167, 3.3313], [2.0040, -0.9708, 0.1180], [4.1720, -2.8047, 0.3768], [0.8390, 0.6885, -0.0396], [-3.0502, 1.5834, 3.9189], [2.9197, -4.4568, -0.9878], [4.2074, -1.5824, 0.9923], [0.7097, -3.9121, -1.7814], [-1.5678, 4.0596, -3.0416], [0.2420, 3.1145, -1.6961], [-0.1837, -4.2014, -2.3217], [2.0183, -1.0774, -3.0899], [-0.6849, 2.0472, 2.4781], [-0.6898, 3.9590, 3.4384], [-2.3774, 2.8053, 4.0530], [0.7873, 2.3650, 1.5832], [-4.2231, 3.0552, -3.9038], [-0.0350, -1.9805, -1.2738], [3.2157, 0.2851, 1.3575], [-2.8732, 3.8366, 4.9334], [-2.0926, -0.4080, -1.0270], [-3.0451, -0.3407, 2.9877], [-3.2686, 4.6608, 5.6330], [-1.6748, 3.0753, -2.6052], [-2.5264, 0.6047, 3.0845], [-0.6238, -0.4813, 1.4251], [1.6464, -0.3124, -3.7546], [1.9470, -2.2682, -0.4775], [-2.8250, 2.3370, -2.8082], [-0.7373, 1.2432, -1.2578], [-1.3381, 0.7973, 2.3701], [-2.9852, 1.0884, -2.2402], [-0.0025, -0.7375, -4.5759], [-3.9048, 0.5347, -2.3798], [-4.2673, 1.3167, 4.6499], [5.0834, -1.2939, 1.5650], [3.1249, -0.6832, 0.8737], [3.0258, -3.1839, -0.3650], [-0.6540, 2.5230, -1.8362]],
  "s2": 0.76,
  "orbital_gap_ev": [5.59, 5.59],
  "energy_ha": -10533.65887,
  "multiplicity": 2,
  "largest_force_ev_per_a": 0.75,
  "charge": -2,
  "lumo_energy_ha": [0.1480, 0.1480],
  "e_homo_ev": [-1.6, -1.6]
}



# 3
{
  "formula": "C42H48GeN5O2SiTi",
  "method": "ωB97M-V with the def2-TZVPD basis set",
  "elements": ["C", "H", "H", "C", "C", "H", "C", "N", "H", "H", "H", "N", "H", "C", "C", "H", "C", "H", "H", "O", "C", "C", "H", "H", "H", "C", "H", "C", "C", "C", "H", "C", "H", "N", "C", "H", "C", "C", "H", "C", "H", "Ge", "C", "H", "H", "C", "H", "H", "H", "H", "H", "C", "C", "C", "N", "H", "C", "H", "H", "C", "C", "C", "H", "C", "C", "O", "H", "H", "H", "H", "C", "C", "H", "C", "H", "C", "C", "H", "H", "C", "H", "H", "H", "H", "H", "C", "H", "Ti", "H", "H", "Si", "C", "C", "C", "N", "H", "C", "C", "H", "C"],
  "positions_angstrom": [[5.3855, 0.1347, -0.1342], [-1.8468, -4.3758, 2.1725], [-3.8063, -4.4010, -2.1621], [0.7381, -0.5456, -4.1063], [-0.5768, 1.4494, -3.7868], [-3.0286, -2.6574, 3.9217], [1.1780, -0.0541, -5.3227], [3.9885, -0.0213, 0.1584], [4.2406, -1.0408, -2.5590], [3.5298, 2.0234, 0.4354], [1.9182, -4.6294, 6.4505], [-0.9096, -1.7002, 0.0955], [2.8027, 0.5923, 5.7128], [4.9121, -2.3231, 2.4823], [3.3082, -3.3241, 1.0111], [-0.5835, -4.0577, 0.9938], [0.7962, 3.4336, -1.6905], [1.4558, 4.4410, 2.9539], [2.8877, -2.1373, -2.2333], [-0.5994, -0.2608, -2.1276], [3.4297, 1.0542, 0.9441], [3.7226, -1.6063, -1.7786], [3.9417, 1.1067, 1.9077], [-3.7996, -1.7823, 0.7154], [5.3909, -3.8424, 1.0468], [1.7529, 3.6006, 3.5667], [-2.8256, 4.0296, 0.5127], [-0.1504, 1.9202, -5.0172], [-2.9593, -2.8430, -3.3511], [3.1449, -0.7173, -0.7099], [-1.9801, -1.1673, -4.2708], [1.5368, -3.6157, 6.4197], [-1.5038, 2.0213, 0.9114], [-0.2272, 4.2336, -1.3132], [2.4941, 3.8053, 4.7186], [-0.2564, -3.9074, 2.7203], [-0.3437, -0.3590, 2.1864], [1.0415, -1.6135, 5.1578], [2.7714, 4.8058, 5.0220], [-1.0247, 3.6885, -0.3674], [5.9255, -2.2475, 2.8548], [1.1041, -0.6169, 3.4078], [1.7574, 1.2110, 3.9573], [-2.2633, 5.2657, -0.5103], [0.2023, -1.2587, 8.4260], [1.0693, -3.0191, 7.5773], [-1.2623, 2.0214, -3.1799], [0.7832, 2.1731, 2.3096], [1.0366, 1.5261, -6.7566], [1.2911, -2.5992, 1.1822], [1.0525, -1.5150, -3.7437], [3.9095, -1.5445, 3.0320], [-1.5618, -2.1066, -0.9825], [2.3143, -2.5212, 1.5454], [0.2300, 1.6301, -0.2139], [-2.6315, -3.7408, -0.1078], [0.5512, -1.0403, 6.3223], [-3.8613, -0.7432, 2.1257], [-1.3846, -2.4190, 4.4490], [2.8695, 2.7167, 5.4873], [2.6041, -1.6177, 2.5596], [-0.1399, 0.2086, -3.3311], [3.4403, 2.8602, 6.3954], [2.5091, 1.4369, 5.1032], [-2.4663, -3.1977, -1.0222], [1.8785, -0.6615, -0.5504], [-0.5179, 2.8690, -5.3795], [3.0617, -4.0549, 0.2514], [-0.9396, 0.4845, 2.5524], [-3.0056, -0.2268, 0.6654], [-0.8368, 2.4262, 0.1516], [0.7223, 1.1690, -5.7866], [1.4390, 3.8491, -2.4572], [-3.1321, -3.5521, -2.1718], [2.3693, 0.8543, 1.1211], [-1.4155, -1.4080, -2.2178], [4.6133, -3.2171, 1.4672], [1.0862, -3.5584, 8.5161], [5.8124, -0.8041, -0.4735], [-0.9996, -3.7347, 1.9451], [0.1482, -0.0382, 6.2730], [1.8834, 1.6016, -1.5042], [-2.4447, -1.0464, 4.2421], [1.8688, -0.6360, -5.9168], [4.1344, -0.8717, 3.8515], [1.0375, 2.1950, -1.1703], [-3.4991, -3.1154, -4.2466], [0.2850, -0.2841, 0.1992], [5.5781, 0.9103, -0.8910], [1.9038, -3.3805, 4.3277], [-1.5493, -1.8564, 1.9240], [-2.1646, -2.0060, 3.8125], [-3.2290, -1.0785, 1.3104], [1.5259, -2.9137, 5.2279], [-2.0325, 4.5132, 0.1187], [5.8924, 0.4288, 0.7857], [0.5710, -1.7272, 7.5231], [1.3838, 2.3184, 3.2021], [4.4180, -2.3471, -1.3819], [-2.0997, -1.7492, -3.3627]],
  "s2": 2.03,
  "orbital_gap_ev": [5.08, 6.40],
  "energy_ha": -5269.43997,
  "multiplicity": 3,
  "largest_force_ev_per_a": 3.74,
  "charge": -1,
  "lumo_energy_ha": [0.0834, 0.0820],
  "e_homo_ev": [-2.8, -4.2]
}



# 4
{
  "formula": "C29H49N4OS2Sb2Ti",
  "method": "ωB97M-V with the def2-TZVPD basis set",
  "elements": ["N", "H", "H", "C", "H", "H", "H", "H", "H", "H", "H", "C", "C", "C", "Sb", "H", "N", "H", "C", "H", "H", "H", "C", "H", "C", "H", "C", "H", "C", "H", "H", "H", "H", "H", "H", "H", "C", "H", "H", "C", "H", "C", "C", "C", "H", "H", "O", "H", "N", "H", "H", "H", "C", "H", "H", "Sb", "C", "H", "C", "C", "H", "H", "C", "H", "C", "C", "N", "H", "S", "H", "H", "C", "C", "C", "H", "S", "H", "C", "H", "H", "H", "C", "Ti", "C", "H", "C", "C", "H"],
  "positions_angstrom": [[-1.9793, -0.7985, 0.1990], [0.1031, -1.4440, 4.7313], [-3.3111, 2.2542, 2.8742], [-3.1454, -1.5822, 2.1848], [2.7466, -4.5160, 0.1175], [1.4867, 3.1463, 0.2766], [3.4461, -1.0160, -1.1613], [-2.8041, -0.3771, -0.2220], [1.5320, -0.8437, -4.1808], [3.3790, -0.1838, 0.4118], [2.3998, -2.1707, 3.0751], [-0.7912, 5.6709, 3.7687], [2.0419, -3.9249, -3.1510], [-1.8209, -0.7212, 4.1116], [-0.5362, -2.2015, -3.0760], [-0.0102, -0.2176, -4.8213], [-2.4820, 2.0419, 0.9916], [-0.4339, -2.0917, 3.1888], [1.1094, 5.2384, -0.2241], [0.4048, 0.6809, 3.6735], [0.1360, -4.7432, -2.4941], [0.2272, 5.0454, -0.8373], [2.7765, -3.8152, -4.3359], [1.6870, -3.7414, 2.6661], [-3.3902, 2.5633, 1.8400], [0.2744, -4.4653, -4.2290], [-2.4690, 2.4645, -0.2919], [1.1605, -4.6719, -0.6393], [3.3666, -1.1574, -0.0820], [4.6874, -3.5875, -5.2811], [3.3179, -3.3217, 2.1048], [-2.6295, -3.6794, -3.9483], [5.9176, -3.5200, -3.1148], [-1.7747, 0.1863, 4.7160], [-1.1873, 6.3231, 2.9886], [1.2303, 5.4244, 2.9805], [-3.4549, 3.3349, -0.7585], [-3.4480, 3.6367, -1.7979], [-4.1715, -1.3270, 1.9246], [0.5502, 1.8335, -2.6463], [1.2039, -0.4102, 2.7987], [0.5461, -1.1194, -4.5567], [0.8071, 1.2148, -1.4580], [-0.2654, 1.3134, -0.5145], [-5.0592, 3.8439, 2.1764], [2.1956, 4.2962, 1.4310], [-0.0074, 2.3666, 2.2914], [-1.6080, 5.0542, 4.1490], [0.2665, -0.1153, 3.0555], [0.9845, 6.2041, 0.2723], [0.6803, 4.0591, 3.9678], [-1.4835, -2.5551, 1.1965], [2.0610, -4.0587, -0.5963], [2.2465, -3.8749, -5.2812], [-3.1930, -2.4130, 2.8882], [1.5665, -2.2046, 0.4086], [0.3661, 4.8200, 3.2536], [-2.9153, -1.9803, -4.3760], [2.7355, -3.8929, -1.9350], [-4.3571, 3.4532, 1.4535], [-3.0055, -2.6586, 0.3271], [-1.3897, -1.0668, -0.5934], [-0.4205, -1.1969, 3.8100], [-5.1660, 4.5055, -0.2421], [4.1266, -3.7469, -1.9531], [1.3510, 4.1052, 0.7704], [-2.5328, -0.3900, 2.8457], [1.1886, 1.8872, -3.5197], [-0.0940, 3.8578, 1.8022], [-2.3611, -1.4685, 4.6920], [-1.7863, -2.9610, -5.3403], [-2.1658, -2.7709, -4.3342], [4.8393, -3.6213, -3.1346], [-4.4016, 3.8235, 0.1114], [-3.2977, 0.2232, 3.0935], [-0.9888, 2.5599, -2.6766], [4.2212, -1.7421, 0.2584], [2.3177, -2.9317, 2.2943], [4.6643, -3.7581, -1.0097], [-0.4426, 6.3037, 4.5834], [0.6620, -1.7439, -5.4437], [-1.3069, 2.0274, -1.0730], [-0.9429, 0.7549, 1.3840], [-2.3866, -2.0057, 0.9419], [1.9712, 5.3206, -0.8864], [0.5429, -4.0689, -3.2494], [4.1527, -3.6581, -4.3412], [1.7388, 0.6933, -1.2739]],
  "s2": 0.75,
  "orbital_gap_ev": [6.87, 6.65],
  "energy_ha": -3554.57886,
  "multiplicity": 2,
  "largest_force_ev_per_a": 1.49,
  "charge": 2,
  "lumo_energy_ha": [-0.1948, -0.2030],
  "e_homo_ev": [-12.2, -12.2]
}